{
  "formula": "C43H48InN7S",
  "method": "ωB97M-V/def2-TZVPD",
  "species": ["In", "C", "C", "C", "C", "C", "C", "C", "C", "C", "C", "C", "C", "C", "C", "C", "C", "N", "C", "C", "C", "N", "C", "C", "C", "N", "C", "C", "C", "C", "C", "C", "C", "C", "C", "C", "C", "C", "N", "C", "C", "H", "H", "H", "H", "H", "H", "H", "H", "H", "H", "H", "H", "H", "H", "H", "H", "H", "H", "H", "H", "H", "H", "H", "H", "H", "H", "H", "H", "H", "H", "H", "H", "H", "H", "H", "H", "H", "H", "H", "H", "H", "H", "H", "H", "N", "C", "C", "C", "C", "N", "C", "C", "H", "H", "H", "H", "S", "C", "N"],
  "coordinates": [[-0.11905, 0.18915, 0.18221], [-0.61446, -2.82806, 5.59858], [-0.56967, -3.68082, 4.32330], [0.04150, -2.94365, 3.17391], [1.31313, -3.04513, 2.68080], [2.41046, -3.95439, 3.13656], [3.30684, -3.31756, 4.20585], [1.42471, -2.08354, 1.60155], [2.56230, -1.85124, 0.82391], [2.74772, -0.92504, -0.20663], [3.96507, -0.72020, -0.96887], [5.23889, -1.48521, -0.78910], [6.20899, -0.77696, 0.16573], [3.72013, 0.30814, -1.83545], [2.34506, 0.71825, -1.62374], [1.65076, 1.70455, -2.33437], [0.30336, 2.05689, -2.24134], [-0.60958, 1.45217, -1.43377], [-1.79777, 2.09237, -1.56816], [-2.96093, 1.79523, -0.85381], [-3.13563, 0.86599, 0.17451], [-2.16787, 0.05769, 0.67789], [-2.68470, -0.64336, 1.72098], [-1.97532, -1.54659, 2.51290], [-0.63555, -1.93057, 2.39040], [0.23370, -1.43882, 1.47116], [-4.07850, -0.27664, 1.88363], [-4.35805, 0.65504, 0.92632], [-5.65100, 1.37183, 0.69278], [-5.74158, 2.67094, 1.50432], [-5.01722, -0.86517, 2.88940], [-5.49212, -2.26488, 2.47565], [-1.64983, 3.15563, -2.54501], [-0.34971, 3.13306, -2.96166], [0.33139, 4.06965, -3.90787], [1.00047, 5.23390, -3.16248], [-2.71508, 4.14930, -2.88317], [-2.84400, 5.21280, -1.78102], [1.81315, -0.04209, -0.63603], [4.67245, 0.95910, -2.78871], [5.15536, 2.31705, -2.25737], [-1.10536, -3.37218, 6.40642], [-1.16053, -1.90038, 5.42369], [0.39292, -2.56525, 5.92223], [-1.58408, -3.99112, 4.06213], [0.00838, -4.58545, 4.52087], [3.02451, -4.23800, 2.27956], [1.97600, -4.87269, 3.53672], [3.78331, -2.41401, 3.82342], [4.08263, -4.01878, 4.51610], [2.72166, -3.04264, 5.08406], [3.42249, -2.46182, 1.06806], [5.72190, -1.62119, -1.75892], [5.01753, -2.48073, -0.40111], [6.49141, 0.19806, -0.23119], [7.11371, -1.37002, 0.30756], [5.74058, -0.62501, 1.13934], [2.23438, 2.26845, -3.05209], [-3.82936, 2.39419, -1.09562], [-2.53060, -2.00527, 3.32141], [-6.48277, 0.71859, 0.96328], [-5.75574, 1.59959, -0.36928], [-5.64020, 2.46269, 2.56997], [-6.70222, 3.15973, 1.33643], [-4.94455, 3.36012, 1.22238], [-5.88283, -0.21027, 2.99890], [-4.53028, -0.91882, 3.86591], [-6.05425, -2.21575, 1.54233], [-6.13443, -2.69876, 3.24322], [-4.64167, -2.92925, 2.31857], [-0.39656, 4.46348, -4.61936], [1.08151, 3.52852, -4.48910], [0.24821, 5.84992, -2.67029], [1.56252, 5.85987, -3.85742], [1.67660, 4.86282, -2.39135], [-3.67662, 3.64708, -3.01241], [-2.47960, 4.63484, -3.83173], [-3.15492, 4.75827, -0.83997], [-3.57739, 5.97034, -2.06218], [-1.88649, 5.70140, -1.60269], [4.18736, 1.09936, -3.75815], [5.53162, 0.30574, -2.94989], [4.30976, 2.97626, -2.05973], [5.81543, 2.80551, -2.97552], [5.69868, 2.18713, -1.32128], [1.34493, -5.48760, -5.05397], [0.97924, -4.68603, -4.31684], [0.52300, -3.68578, -3.39802], [0.23548, -4.01666, -2.07770], [-0.19307, -3.01067, -1.22910], [-0.34008, -1.74509, -1.61481], [-0.08101, -1.43911, -2.88493], [0.35429, -2.36729, -3.81328], [0.34859, -5.03190, -1.72553], [-0.42043, -3.22455, -0.19118], [-0.22315, -0.40383, -3.16637], [0.56248, -2.07801, -4.83326], [0.91471, 4.53555, 1.07305], [0.62068, 2.98529, 1.27503], [0.40390, 1.83230, 1.39986]],
  "forces_ev_per_a": [[-0.076, -0.107, 0.018], [-0.037, -0.078, -0.074], [0.095, 0.146, 0.069], [0.018, 0.005, -0.011], [-0.063, -0.069, -0.103], [0.021, 0.125, 0.130], [-0.063, -0.070, -0.075], [0.057, 0.027, 0.102], [-0.061, 0.040, -0.008], [0.073, 0.006, 0.064], [-0.027, -0.004, -0.103], [0.051, 0.178, 0.120], [-0.072, -0.126, -0.051], [0.039, -0.071, 0.036], [-0.009, -0.035, -0.004], [-0.059, -0.023, -0.020], [0.118, 0.037, 0.059], [-0.146, 0.160, -0.408], [-0.019, 0.023, -0.057], [0.077, -0.086, 0.066], [0.024, 0.100, 0.008], [-0.323, -0.071, -0.025], [0.017, -0.027, 0.072], [0.030, 0.073, -0.092], [-0.006, -0.052, 0.013], [0.120, -0.299, 0.129], [-0.068, 0.119, -0.054], [-0.022, -0.145, 0.015], [0.097, 0.101, 0.150], [-0.039, -0.097, -0.085], [0.016, -0.137, -0.149], [0.007, 0.100, 0.074], [0.055, 0.001, -0.019], [-0.177, -0.024, -0.087], [0.046, 0.093, 0.191], [-0.027, -0.090, -0.138], [0.077, 0.091, 0.184], [-0.056, -0.030, -0.136], [0.315, -0.117, -0.187], [-0.051, 0.130, 0.139], [-0.004, -0.100, -0.095], [0.011, 0.026, 0.022], [0.007, 0.010, 0.031], [-0.005, 0.020, 0.000], [0.011, -0.073, -0.001], [-0.069, -0.052, -0.034], [-0.022, -0.089, -0.003], [0.013, -0.028, -0.053], [0.007, 0.008, 0.024], [0.028, 0.049, 0.019], [0.014, 0.015, 0.001], [0.005, -0.013, -0.026], [-0.016, -0.052, -0.004], [0.008, -0.048, -0.073], [0.017, 0.013, 0.039], [0.011, 0.036, 0.003], [0.022, 0.041, 0.002], [-0.004, -0.018, -0.008], [-0.005, 0.000, -0.030], [-0.010, -0.042, -0.021], [-0.013, -0.014, -0.054], [-0.071, -0.048, -0.020], [0.002, 0.022, 0.007], [0.026, 0.044, 0.021], [0.001, 0.011, 0.018], [0.020, 0.027, 0.076], [-0.018, 0.043, 0.019], [0.009, -0.018, -0.009], [-0.003, -0.021, -0.024], [-0.017, -0.029, -0.003], [0.014, -0.029, -0.038], [-0.021, -0.009, -0.034], [0.030, 0.016, 0.032], [0.002, 0.024, 0.041], [0.003, 0.026, 0.013], [0.004, -0.027, -0.063], [-0.006, -0.027, -0.019], [0.008, 0.021, 0.018], [0.004, 0.001, 0.041], [-0.001, 0.010, 0.006], [0.032, -0.028, -0.024], [-0.018, -0.022, -0.052], [0.023, 0.034, 0.021], [0.001, 0.002, 0.016], [-0.010, 0.036, 0.011], [-0.019, 0.041, 0.041], [0.100, -0.204, -0.189], [-0.138, 0.293, 0.254], [0.030, -0.037, -0.125], [-0.030, -0.024, 0.048], [-0.094, -0.119, -0.010], [-0.018, 0.004, -0.038], [0.037, -0.137, -0.010], [-0.008, 0.009, 0.026], [0.016, 0.004, -0.009], [0.014, 0.047, 0.018], [-0.009, 0.021, 0.003], [0.150, 0.848, -0.090], [-0.190, -1.023, -0.020], [0.187, 0.733, 0.562]],
  "e_lumo_ev": -1.20,
  "total_energy_ev": -71813.660
}